Computed, not measured: a 2-piece molecular cluster, BrFH2NPS overall, with ωB97M-V/def2-TZVPD.

Properties
Frontier orbital gap (Ha): 0.3493
Total charge: 0
Electronic energy (eV): -94406.9898
Lowest unoccupied orbital energy (eV): -0.7
E_HOMO (Eh): -0.375
Relative energy (zero: lowest compared OMol25 entry of this formula, charge and spin) (kJ/mol): 102.5

Atoms and positions in Å:
N: 0.188307 0.161999 -0.274386
F: -2.050640 1.783784 -1.640819
P: 0.946819 -0.733658 0.766268
S: 2.626703 -1.659625 0.851682
Br: -0.268220 -0.813455 2.545128
H: -1.989120 1.152131 -1.033931
H: 0.546151 0.108824 -1.213941

Atoms 1-3, force components in eV/Å:
N 0.2 -1.2 1.5
F -0.3 2.4 -2.4
P 0.1 0.5 -1.0